Record 1
The following is a quantum chemistry calculation of C27H64Cl2GdN5O11PS4Si as an isolated structure, from the Open Molecules 2025 dataset.

The geometry in XYZ format:
```
116
Properties=species:S:1:pos:R:3:forces:R:3
Gd -1.32845 -0.84139 -1.20797 0.65 -0.51 -0.14
N 0.82095 0.44531 -1.58101 -1.61 -0.62 -0.84
N 1.79784 -0.36505 -2.10703 1.35 -1.98 -0.07
C 2.25494 -0.17818 -3.36522 0.07 -1.04 0.82
N 3.23406 -1.03882 -3.76914 -0.02 -0.16 -0.29
S 1.60050 0.99034 -4.33005 0.03 1.03 -0.80
H 0.63925 1.08534 -2.36926 -0.12 0.57 0.61
H 1.16393 0.82129 -0.71776 0.36 0.96 0.88
H 1.87755 -1.30937 -1.65890 0.38 0.62 -0.46
H 3.21082 -2.00721 -3.40617 0.03 0.81 -0.20
H 3.60482 -0.85619 -4.70773 -0.56 -0.40 0.76
Cl -2.88228 -1.60626 1.17117 -0.45 -0.59 0.58
C -3.94614 -3.09861 1.07054 1.09 1.16 0.01
Cl -5.59675 -2.65470 1.25692 -0.79 -0.02 0.62
H -3.52453 -3.83680 1.72862 -0.28 0.04 0.71
H -3.86456 -3.45373 0.09536 0.45 -0.43 -1.67
C -6.60568 0.19995 -3.78001 -1.76 -0.03 -0.50
C -5.55493 1.16886 -3.33313 0.19 -0.59 -1.17
C -5.55117 1.44242 -1.85807 0.33 -0.18 0.86
C -5.55275 2.40269 -4.22185 0.98 0.19 -0.55
O -4.26878 0.55343 -3.75941 -0.51 0.89 -0.21
P -3.38627 -0.61316 -3.25739 1.62 -1.59 1.28
O -3.66197 -1.01828 -1.79949 0.08 0.17 -0.90
O -1.90708 -0.16415 -3.30457 -0.89 -0.12 0.08
O -3.61201 -1.91418 -4.14089 -0.38 0.73 -0.42
C -3.20643 -2.24978 -5.59091 -0.79 1.32 1.41
C -4.53172 -2.28656 -6.33760 -0.29 -1.03 0.76
C -2.65150 -3.62360 -5.37260 0.63 -0.19 -1.95
C -2.27125 -1.12440 -6.02884 0.95 -0.86 -0.05
H -7.62722 0.64564 -3.66532 0.70 -0.33 0.58
H -6.52507 -0.74589 -3.20535 -0.18 0.38 -0.67
H -6.60816 0.09871 -4.89177 0.60 -0.52 0.83
H -6.57154 1.69942 -1.49320 0.75 0.12 -0.33
H -4.80838 2.24346 -1.67894 -0.55 -0.23 0.27
H -5.20581 0.54437 -1.29517 -0.30 0.61 -0.44
H -6.42460 3.06753 -4.16356 -0.03 -0.54 0.01
H -5.34357 2.04042 -5.28050 -0.42 0.76 1.26
H -4.69103 2.99082 -3.86418 -0.20 0.00 -0.49
H -5.17309 -2.97647 -5.75857 0.19 0.13 -0.32
H -4.41883 -2.73791 -7.33544 -0.05 0.59 0.14
H -5.05966 -1.33930 -6.28113 0.22 0.27 -0.56
H -3.41799 -4.32943 -5.18934 -1.08 -0.46 0.78
H -1.95150 -3.61325 -4.58608 0.93 -0.09 0.95
H -2.20054 -4.07649 -6.26732 0.31 0.60 -0.05
H -2.78938 -0.17604 -6.08156 -0.33 0.21 0.12
H -1.89370 -1.32002 -7.04908 0.06 -0.06 0.48
H -1.44868 -1.01163 -5.27757 -0.50 -0.19 -1.01
C -1.12363 3.15965 -2.39341 -2.36 -0.52 -0.09
N -0.71829 3.29875 -0.97592 -1.43 -0.61 -1.08
C 0.25701 4.32603 -0.76534 -0.37 1.05 -0.24
C -1.35136 2.51323 -0.00688 1.05 0.44 0.49
O -1.85216 1.37642 -0.30893 0.53 1.30 0.30
N -1.33101 2.98854 1.28407 -0.99 -0.63 -1.82
C -1.00571 4.36619 1.70033 -1.03 -0.50 -1.06
C -1.81970 2.11268 2.34959 1.91 1.11 0.73
H -1.38792 4.12486 -2.93397 0.69 -0.64 1.12
H -2.13591 2.61671 -2.37489 1.69 0.35 -0.32
H -0.39458 2.62349 -3.02843 -0.34 0.16 0.41
H 0.88915 4.36985 -1.62783 0.56 -0.34 -0.58
H 0.85344 4.06266 0.07545 0.58 0.19 0.74
H -0.16854 5.36923 -0.71794 0.32 -0.91 0.20
H -1.10953 5.08800 0.84512 0.16 -0.86 1.31
H -0.03041 4.32813 2.14793 0.60 0.47 0.16
H -1.74822 4.59698 2.45487 -0.04 0.36 0.19
H -0.91652 1.69080 2.83311 -0.51 0.14 0.09
H -2.39091 1.32292 1.97499 -0.94 -1.05 -0.71
H -2.40477 2.72516 3.04183 0.05 -0.23 0.01
O -0.51557 -4.81648 -1.24001 0.20 -1.02 1.36
S 0.11231 -3.52892 -1.31998 0.41 -0.65 1.09
O -0.63964 -2.83914 -2.37354 -1.12 3.05 -1.58
O -0.04121 -2.61718 -0.08942 -0.37 -0.21 -1.11
S 2.02844 -3.64292 -1.78762 0.22 -0.04 0.09
C 2.08742 0.58289 6.26133 0.05 -0.06 0.36
C 1.45639 -0.57770 5.48521 0.84 -0.45 -1.10
C 1.58484 -1.90766 6.22087 0.73 -0.72 0.79
C 0.02550 -0.34673 5.09710 -0.96 -0.07 -1.71
O 2.16612 -0.78378 4.22722 0.69 0.74 0.16
Si 3.01315 0.07544 3.05476 -3.13 0.83 -1.41
S 1.71895 1.33404 1.82357 0.48 -0.76 0.66
O 3.78161 -0.97864 2.06524 -0.05 -1.14 0.56
C 4.00094 -2.38422 2.35521 -1.12 -0.35 -0.89
C 5.09815 -2.49699 3.40858 -0.42 0.44 -0.58
C 2.67502 -3.10850 2.64558 -0.93 -0.84 -0.72
C 4.49035 -3.00216 1.07192 1.03 -0.51 -0.83
O 4.07610 1.01694 3.78892 1.22 0.89 1.70
C 5.09991 1.91460 3.37305 -0.12 -0.56 -2.01
C 5.43373 1.56170 1.83388 -0.52 -0.43 2.22
C 6.31864 1.73813 4.27030 -0.82 -1.31 0.22
C 4.58756 3.35687 3.41033 -1.11 -0.80 -1.22
H 1.52332 0.80497 7.20243 0.30 -0.15 -0.77
H 2.14650 1.48653 5.61949 -0.07 -0.53 0.43
H 3.10894 0.27491 6.54958 -0.32 0.33 -0.16
H 1.17617 -1.74033 7.22551 0.27 -0.13 0.13
H 2.68740 -2.22942 6.30498 -1.71 0.43 -0.15
H 0.95617 -2.74809 5.81673 0.80 0.89 -0.12
H -0.71245 -0.29265 5.88168 0.10 0.30 0.83
H -0.31996 -1.25947 4.51684 0.49 1.28 0.13
H -0.02275 0.59642 4.48030 -0.12 -1.13 0.41
H 4.80361 -1.86872 4.25631 0.27 -0.45 0.23
H 5.95251 -2.02764 2.89504 0.10 -0.27 0.59
H 5.30020 -3.55388 3.64371 0.00 0.49 0.18
H 2.18001 -2.73920 3.53525 0.02 -0.11 -0.01
H 2.87572 -4.20054 2.77016 -0.04 0.69 -0.03
H 1.92488 -3.03895 1.76546 1.37 0.16 1.27
H 5.44859 -2.53562 0.80579 -0.07 -0.16 -0.14
H 3.81294 -2.90159 0.22754 -0.24 0.36 0.17
H 4.63958 -4.09920 1.14871 0.08 0.55 0.30
H 5.69499 0.48279 1.76562 -0.33 0.79 -0.16
H 6.27887 2.15356 1.60917 1.06 0.69 -0.68
H 4.57335 1.84470 1.21090 0.28 -0.38 0.17
H 6.56323 0.64614 4.34469 -0.10 0.96 0.06
H 6.14661 2.17013 5.26422 -0.08 -0.29 -0.10
H 7.12943 2.26115 3.82979 0.98 0.45 -0.40
H 3.64163 3.32204 2.77380 1.16 0.52 0.75
H 5.34161 4.05785 3.03648 -0.18 -0.14 -0.19
H 4.33804 3.65115 4.41005 -0.27 0.12 0.70
```
Forces are in eV/Å.

Output
lowest unoccupied orbital energy (alpha / beta): 0.62 / 2.00 eV
multiplicity: 8
total charge: -1
max |F|: 0.070 Eh/bohr
expectation value of S²: 15.86
calculated total energy: -6078.733138 Ha
frontier orbital gap (alpha / beta): 5.012 / 6.395 eV
ΔE to the lowest compared entry with this formula, charge and spin: 0.000 eV
molecular weight: 1050.317 g mol⁻¹

Record 2
The following is a quantum chemistry calculation of a 6-piece molecular cluster, C27H64FN7O3 overall, from the Open Molecules 2025 dataset.

The geometry in XYZ format:
```
102
Properties=species:S:1:pos:R:3:forces:R:3
F -0.76368 0.40446 -0.27117 0.20 -0.45 0.33
C -3.75767 -0.35138 1.71253 -1.12 0.75 0.23
C -5.00264 -1.32434 1.76337 1.72 0.37 -1.10
N -5.07191 -1.97945 3.04670 0.59 -2.91 3.60
C -4.68934 -3.30304 3.37790 -1.12 3.78 -3.07
C -4.83401 -3.42777 4.72491 0.25 1.72 5.87
N -5.11995 -2.19629 5.36936 -0.12 -0.23 -6.46
C -5.29693 -1.33834 4.28273 0.71 -1.60 0.55
C -5.07791 -1.79848 6.79231 0.30 -1.13 -0.81
H -2.86391 -0.54995 2.30403 -0.14 -1.06 -0.12
H -4.01274 0.61722 2.14246 -0.44 0.24 -0.42
H -3.48850 -0.21939 0.66456 0.11 0.14 0.10
H -4.84396 -2.11498 1.03002 -0.10 -0.11 0.09
H -5.96413 -0.87904 1.50774 0.09 0.32 0.26
H -4.26290 -3.99982 2.67147 -0.38 -0.05 -0.14
H -4.56186 -4.18763 5.44250 -0.11 -0.81 -0.48
H -5.44632 -0.27335 4.38217 -0.29 0.17 -0.08
H -4.97771 -0.71311 6.78720 -0.43 -0.17 0.53
H -4.14414 -2.27919 7.08403 -0.20 0.23 0.91
H -5.97410 -2.29005 7.17084 0.13 0.66 0.94
C 6.55032 1.31866 -0.36342 -1.23 0.12 -0.26
C 5.13294 1.94191 -0.62468 1.25 -0.94 -0.49
N 4.04949 0.89920 -0.70024 0.13 -0.44 -0.49
C 3.71618 0.08969 0.37052 -0.62 0.87 -0.61
C 2.69012 -0.69914 -0.06275 0.59 -1.32 1.07
N 2.57575 -0.57122 -1.41153 1.19 1.48 -0.48
C 3.35661 0.45575 -1.78100 0.96 0.12 0.74
C 1.78905 -1.38356 -2.31690 -1.08 -0.29 -0.07
H 7.23158 2.15500 -0.20684 0.11 -0.18 -0.17
H 6.79238 0.75458 -1.26415 0.42 0.04 0.16
H 6.61232 0.65318 0.49763 -0.15 0.11 0.04
H 5.23807 2.37354 -1.62004 -0.49 0.27 0.13
H 4.92743 2.71381 0.11696 -0.52 -0.23 -0.09
H 4.27043 0.20303 1.29050 -0.46 -0.13 0.13
H 2.08780 -1.41769 0.47326 0.16 -0.03 -0.11
H 3.49938 0.80406 -2.79327 -0.03 -0.01 0.13
H 2.07822 -1.29564 -3.36416 0.10 0.72 0.19
H 0.76656 -1.06403 -2.11560 -0.19 -0.37 -0.59
H 1.89624 -2.45648 -2.15738 0.13 0.18 0.67
C 0.08124 2.62466 -7.04508 -1.29 -0.11 0.43
N 0.50858 2.02722 -5.72657 0.27 0.31 0.15
C 0.31192 0.47863 -5.76473 0.07 1.33 0.69
C 1.99945 2.45549 -5.64519 -1.34 -0.92 0.20
C -0.28963 2.73307 -4.56115 0.75 -0.56 0.89
C -0.00789 2.14702 -3.11733 1.01 -0.67 -1.43
O -0.81090 1.02583 -2.87740 -0.67 0.65 -1.02
H -0.94868 2.30210 -7.19783 -0.07 0.29 -0.11
H 0.65428 2.28075 -7.90615 0.34 -0.08 0.41
H 0.14000 3.70640 -6.92467 -0.09 -0.10 -0.30
H -0.72555 0.24274 -5.52783 0.01 0.30 -0.14
H 0.91601 0.07332 -4.95300 0.08 -0.06 -0.28
H 0.56821 0.09045 -6.75049 0.23 0.21 0.16
H 2.38485 2.16407 -4.66813 0.13 -0.03 -0.25
H 2.03881 3.53754 -5.77054 0.02 -0.17 0.00
H 2.46889 1.94038 -6.48327 0.32 0.12 0.29
H -1.37021 2.73202 -4.70406 0.07 -0.64 -0.51
H -0.03113 3.79056 -4.61571 0.42 -0.11 -0.03
H 0.04590 2.92263 -2.35337 -1.04 0.30 -0.01
H 1.00146 1.74522 -3.02866 0.80 0.29 -0.60
H -0.79539 0.83121 -1.93746 -0.19 -0.30 1.38
C -0.01984 4.86843 2.21429 1.30 -1.19 1.11
N 1.47354 4.60388 1.90922 -1.72 -0.59 2.72
C 1.82699 5.60387 0.86641 1.45 -2.18 -0.40
C 2.30464 4.86885 3.21469 -0.60 0.03 -1.67
C 1.64059 3.08171 1.42199 0.96 0.92 0.73
C 1.14237 1.90295 2.34246 -0.51 1.08 0.28
O -0.22362 1.81869 2.21153 -2.16 -0.04 0.04
H -0.18845 5.80472 2.74630 0.36 0.54 -0.93
H -0.24031 4.17326 3.02437 -0.58 -0.51 -0.64
H -0.51721 4.69686 1.25968 -0.47 0.19 0.54
H 2.90247 5.44369 0.79033 0.15 0.69 -0.52
H 1.58254 6.64232 1.08992 -0.27 -0.37 0.15
H 1.36408 5.14355 -0.00648 -0.06 0.97 -0.40
H 2.19330 5.94551 3.34317 0.21 -0.15 0.42
H 3.33879 4.60436 2.99408 -0.05 0.12 0.06
H 1.94014 4.29719 4.06818 -0.20 0.09 -0.28
H 2.71992 3.04297 1.27485 0.05 -0.19 -0.21
H 1.11721 3.01281 0.46836 -0.01 0.01 0.06
H 1.25049 2.03163 3.41942 1.06 0.36 -0.05
H 1.44574 0.89034 2.07660 1.53 0.51 -0.30
H -0.38832 1.17123 1.52213 -0.65 -0.10 -0.97
C -0.24284 -6.50349 1.41831 -0.08 0.32 -0.60
N -0.84866 -5.30984 0.60853 -1.67 0.02 0.37
C -0.08213 -5.08528 -0.64839 1.01 0.25 -0.15
C -2.28197 -5.71846 0.15386 1.56 0.08 0.28
C -0.99707 -3.99821 1.46305 0.99 -1.49 -0.18
C -1.41684 -2.73832 0.75392 1.41 0.73 -1.08
O -0.32147 -2.18350 -0.03054 -0.82 -2.29 0.91
H 0.01602 -7.29599 0.71614 0.02 0.28 -0.28
H -0.94625 -6.98614 2.09680 -0.28 0.67 0.08
H 0.66741 -6.21494 1.94395 -0.18 0.32 -0.10
H 0.91626 -4.74250 -0.37669 -0.15 0.37 -0.01
H -0.60565 -4.37177 -1.28473 0.17 0.08 0.28
H 0.10655 -5.98703 -1.23091 -0.55 -0.33 0.37
H -2.03695 -6.61197 -0.42034 -0.98 -0.14 0.07
H -2.73130 -4.94233 -0.46567 0.38 -0.10 -0.14
H -2.91507 -5.85129 1.03116 0.23 -0.52 -0.07
H -0.02384 -3.81702 1.91922 0.04 -0.11 0.00
H -1.67695 -4.32849 2.24840 -0.11 0.26 0.07
H -1.60142 -1.94724 1.48071 -0.46 -0.47 0.42
H -2.28646 -2.86562 0.10920 -0.26 -0.07 0.02
H -0.60345 -1.27137 -0.13102 0.13 2.06 -0.53
```
Forces are in eV/Å.

Output
lowest unoccupied orbital energy (alpha / beta): -13.78 / -17.93 eV
multiplicity: 2
total charge: +5
max |F|: 0.126 Eh/bohr
expectation value of S²: 0.76
calculated total energy: -1773.935899 Ha
frontier orbital gap (alpha / beta): 6.339 / 2.185 eV
ΔE to the lowest compared entry with this formula, charge and spin: 0.444 eV
molecular weight: 553.853 g mol⁻¹